22
Properties=species:S:1:pos:R:3 method="wB97M-V/def2-TZVPD" total_charge=0 homo_energy_ev=-8.58 relative_energy_kj_mol=0.0 max_force_ev_per_a=4.74 lumo_ha=0.004
C 1.4857 -2.5345 -1.3476
C 2.5560 -1.6279 -1.0874
C 0.2096 -2.0721 -1.4243
C 2.1420 -0.3303 -0.8125
C -0.2408 -0.7956 -1.1667
C 0.8099 0.1311 -0.8897
C -1.7848 1.3869 1.2434
C -3.1365 1.5050 1.3901
N -0.9292 0.5120 1.9530
O -1.1007 1.7252 0.1045
O 0.7616 2.7906 -1.2492
O 1.2542 1.8433 0.9657
S 0.5469 1.7779 -0.2709
Br -3.9726 0.7565 2.9775
H 1.7392 -3.6421 -1.6789
H 3.5723 -1.8035 -0.9213
H -0.6852 -2.8421 -1.6247
H 2.9906 0.3182 -0.5689
H -1.2815 -0.6078 -1.2977
H -3.7910 2.1187 0.8404
H -1.2409 0.5213 2.9086
H 0.0951 0.8691 1.9566